{"formula": "C37H68BrF4NO14S3", "method": "the ωB97M-V functional and the def2-TZVPD basis", "e_tot_ha": -6726.72091, "smiles": "CCOCC[C@](C[C@H](O)C(F)(F)F)(NCc1cccc(C)c1)[C@@H](C[C@@H](C)Br)O[C@@H](CCF)CCCCOC=O.CCOS(C)(=O)=O.CCOS(C)(=O)=O.CCOS(C)(=O)=O", "gap_ha": 0.339, "lumo_energy_ev": 0.3, "symbols": ["C", "C", "O", "C", "C", "C", "C", "C", "O", "C", "F", "F", "F", "N", "C", "C", "C", "C", "C", "C", "C", "C", "C", "C", "C", "C", "Br", "O", "C", "C", "C", "F", "C", "C", "C", "C", "O", "C", "O", "H", "H", "H", "H", "H", "H", "H", "H", "H", "H", "H", "H", "H", "H", "H", "H", "H", "H", "H", "H", "H", "H", "H", "H", "H", "H", "H", "H", "H", "H", "H", "H", "H", "H", "H", "H", "H", "H", "H", "H", "H", "H", "H", "H", "C", "C", "O", "S", "C", "O", "O", "H", "H", "H", "H", "H", "H", "H", "H", "C", "C", "O", "S", "C", "O", "O", "H", "H", "H", "H", "H", "H", "H", "H", "C", "C", "O", "S", "C", "O", "O", "H", "H", "H", "H", "H", "H", "H", "H"], "xyz": [[-2.23, -6.22, 1.37], [-2.39, -4.72, 1.28], [-1.96, -4.23, 0.01], [-0.70, -3.58, 0.04], [-0.34, -3.12, -1.37], [0.01, -1.64, -1.59], [0.31, -1.49, -3.11], [-0.82, -1.61, -4.14], [-0.45, -2.48, -5.20], [-1.28, -0.27, -4.75], [-2.30, 0.27, -4.04], [-1.71, -0.40, -6.01], [-0.29, 0.66, -4.77], [1.20, -1.19, -0.86], [2.21, -2.15, -0.42], [2.99, -2.79, -1.54], [3.62, -2.00, -2.51], [4.35, -2.60, -3.53], [4.45, -4.00, -3.60], [3.83, -4.80, -2.64], [3.90, -6.31, -2.70], [3.11, -4.18, -1.62], [-1.15, -0.74, -1.07], [-0.99, 0.75, -1.48], [-0.56, 1.70, -0.33], [0.86, 2.23, -0.47], [-1.76, 3.26, -0.29], [-2.40, -1.29, -1.45], [-3.37, -1.29, -0.42], [-3.90, 0.12, -0.16], [-4.56, 0.21, 1.20], [-5.21, 1.43, 1.36], [-4.51, -2.27, -0.75], [-4.70, -2.64, -2.23], [-3.95, -3.90, -2.68], [-4.38, -5.15, -1.94], [-3.70, -6.32, -2.44], [-2.47, -6.54, -1.92], [-2.28, -7.24, -0.98], [-2.70, -6.58, 2.29], [-2.73, -6.71, 0.53], [-1.18, -6.52, 1.39], [-1.82, -4.22, 2.07], [-3.44, -4.44, 1.38], [0.07, -4.30, 0.38], [-0.71, -2.77, 0.77], [0.48, -3.75, -1.74], [-1.20, -3.35, -2.00], [0.99, -2.32, -3.34], [0.88, -0.58, -3.26], [-1.71, -2.05, -3.71], [0.45, -2.26, -5.47], [0.95, -0.59, -0.09], [1.81, -2.93, 0.24], [2.92, -1.58, 0.19], [3.54, -0.92, -2.46], [4.84, -2.00, -4.28], [5.01, -4.45, -4.41], [3.93, -6.73, -1.70], [3.00, -6.70, -3.19], [4.75, -6.65, -3.29], [2.62, -4.79, -0.86], [-1.08, -0.79, 0.03], [-1.97, 1.07, -1.84], [-0.26, 0.87, -2.27], [-0.70, 1.22, 0.64], [1.00, 3.13, 0.14], [1.60, 1.49, -0.14], [1.06, 2.51, -1.50], [-2.90, -1.65, 0.51], [-3.09, 0.84, -0.16], [-4.62, 0.40, -0.94], [-3.81, 0.12, 1.99], [-5.31, -0.58, 1.36], [-4.36, -3.18, -0.17], [-5.45, -1.83, -0.40], [-4.43, -1.80, -2.87], [-5.76, -2.83, -2.40], [-4.14, -4.07, -3.74], [-2.88, -3.78, -2.56], [-4.20, -5.09, -0.86], [-5.44, -5.35, -2.10], [-1.66, -6.00, -2.42], [-0.15, 10.23, 1.22], [-1.62, 10.21, 0.87], [-1.99, 9.10, 0.01], [-2.09, 7.66, 0.67], [-2.94, 6.86, -0.64], [-2.93, 7.74, 1.83], [-0.78, 7.09, 0.80], [0.13, 9.38, 1.84], [0.08, 11.14, 1.77], [0.46, 10.21, 0.32], [-2.25, 10.18, 1.75], [-1.90, 11.08, 0.28], [-3.92, 7.31, -0.75], [-3.03, 5.81, -0.38], [-2.36, 6.97, -1.55], [1.60, -8.89, 2.39], [2.29, -8.24, 3.57], [3.28, -7.25, 3.17], [2.74, -5.85, 2.65], [4.27, -4.98, 2.69], [1.84, -5.31, 3.61], [2.31, -5.98, 1.29], [0.99, -8.18, 1.84], [0.96, -9.69, 2.75], [2.33, -9.31, 1.69], [1.58, -7.77, 4.25], [2.87, -8.97, 4.13], [4.60, -4.90, 3.72], [4.08, -4.00, 2.27], [4.99, -5.52, 2.08], [5.79, 11.40, 3.68], [4.75, 10.46, 4.24], [3.79, 11.11, 5.10], [2.68, 12.01, 4.41], [1.62, 12.17, 5.81], [2.03, 11.23, 3.40], [3.22, 13.28, 4.07], [5.35, 12.13, 3.00], [6.54, 10.83, 3.13], [6.28, 11.95, 4.48], [4.21, 9.93, 3.45], [5.21, 9.71, 4.88], [1.23, 11.20, 6.07], [0.82, 12.84, 5.51], [2.19, 12.61, 6.62]]}